1.
Formula: C7H14
Source: OMol25
Level of theory: wB97M-V/def2-TZVPD

Values from the calculation:
* HOMO-LUMO gap: 8.51 eV
* multiplicity: 1

Each line ends with the Mulliken charge.
CARTESIAN COORDINATES (ANGSTROEM)
C  2.53  0.21  -0.22  -0.92
C  1.37  0.10  -1.12  -0.58
C  -0.28  -1.72  0.26  -1.39
C  -0.87  -0.57  -0.56  0.44
C  -2.27  -0.21  -0.06  -1.62
C  0.09  0.67  -0.59  0.70
C  0.08  1.49  0.71  -1.69
H  2.36  0.35  0.86  0.31
H  3.29  -0.55  -0.40  0.31
H  2.97  1.16  -0.59  0.37
H  0.69  -2.05  -0.16  0.38
H  -0.95  -2.59  0.25  0.43
H  -0.12  -1.44  1.30  0.27
H  -0.95  -0.91  -1.60  0.29
H  -2.25  0.08  1.00  0.33
H  -2.70  0.62  -0.63  0.36
H  -2.93  -1.07  -0.16  0.45
H  -0.31  1.30  -1.40  0.42
H  0.85  2.27  0.68  0.40
H  0.27  0.87  1.59  0.33
H  -0.89  1.98  0.85  0.41

=====

2.
Formula: C7H14
Source: OMol25
Level of theory: wB97M-V/def2-TZVPD

Values from the calculation:
* HOMO-LUMO gap: 10.48 eV
* SMILES: C[C@@H]1[C@H](C)C1(C)C
* multiplicity: 1

Each line ends with the Mulliken charge.
CARTESIAN COORDINATES (ANGSTROEM)
C  -0.73  -1.97  0.04  -1.44
C  0.03  -0.89  -0.70  -0.07
C  1.10  -0.07  -0.03  -0.13
C  1.55  -0.27  1.40  -1.52
C  -0.20  0.58  -0.42  1.46
C  -1.25  0.97  0.60  -1.69
C  -0.11  1.58  -1.56  -1.54
H  -0.30  -2.95  -0.18  0.39
H  -1.79  -2.00  -0.23  0.32
H  -0.67  -1.84  1.12  0.28
H  0.22  -1.14  -1.75  0.38
H  1.93  0.19  -0.69  0.36
H  2.04  0.64  1.77  0.36
H  2.28  -1.09  1.48  0.37
H  0.73  -0.49  2.09  0.31
H  -2.25  0.85  0.17  0.36
H  -1.14  2.02  0.89  0.42
H  -1.21  0.37  1.52  0.31
H  0.61  1.26  -2.32  0.36
H  -1.08  1.74  -2.04  0.36
H  0.23  2.55  -1.16  0.35

=====

3.
Formula: C7H14
Source: OMol25
Level of theory: wB97M-V/def2-TZVPD

Values from the calculation:
* HOMO-LUMO gap: 11.57 eV
* SMILES: CC[C@H]1CC[C@H]1C
* multiplicity: 1

Each line ends with the Mulliken charge.
CARTESIAN COORDINATES (ANGSTROEM)
C  2.10  1.50  -0.20  -1.25
C  0.63  1.19  0.07  -0.56
C  0.18  -0.06  -0.68  0.16
C  0.82  -1.35  -0.12  -0.76
C  -0.51  -1.66  0.60  -0.76
C  -1.21  -0.65  -0.33  0.17
C  -2.32  0.21  0.24  -1.53
H  2.75  0.70  0.17  0.31
H  2.29  1.60  -1.27  0.31
H  2.42  2.43  0.29  0.37
H  0.47  1.06  1.15  0.28
H  0.01  2.05  -0.22  0.33
H  0.34  0.12  -1.76  0.37
H  1.71  -1.23  0.51  0.30
H  1.05  -2.08  -0.91  0.28
H  -0.86  -2.70  0.60  0.34
H  -0.49  -1.31  1.64  0.25
H  -1.59  -1.18  -1.21  0.32
H  -1.99  0.76  1.13  0.30
H  -2.69  0.94  -0.49  0.34
H  -3.17  -0.41  0.54  0.42

=====

4.
Formula: C7H14
Source: OMol25
Level of theory: wB97M-V/def2-TZVPD

Values from the calculation:
* HOMO-LUMO gap: 11.79 eV
* SMILES: C1CCCCCC1
* multiplicity: 1

Each line ends with the Mulliken charge.
CARTESIAN COORDINATES (ANGSTROEM)
C  0.79  -0.92  -1.17  -0.70
C  1.11  0.56  -0.88  -0.53
C  1.30  0.89  0.60  -0.70
C  0.08  0.52  1.47  -0.58
C  -1.27  0.74  0.76  -0.69
C  -1.58  -0.36  -0.33  -0.72
C  -0.48  -1.42  -0.45  -0.56
H  1.64  -1.54  -0.86  0.31
H  0.69  -1.05  -2.26  0.31
H  2.02  0.83  -1.43  0.39
H  0.31  1.19  -1.29  0.22
H  2.18  0.35  0.97  0.31
H  1.52  1.96  0.70  0.31
H  0.16  -0.54  1.74  0.24
H  0.13  1.03  2.44  0.41
H  -2.06  0.81  1.52  0.35
H  -1.25  1.71  0.26  0.33
H  -2.54  -0.86  -0.15  0.35
H  -1.71  0.16  -1.29  0.34
H  -0.84  -2.35  -0.89  0.41
H  -0.20  -1.70  0.56  0.21

=====

5.
Formula: C7H14BF5N3O6S2
Source: OMol25
Level of theory: wB97M-V/def2-TZVPD

Values from the calculation:
* HOMO-LUMO gap: 8.69 eV
* charge: -1
* multiplicity: 1

Each line ends with the Mulliken charge.
CARTESIAN COORDINATES (ANGSTROEM)
C  3.75  -2.97  1.17  -0.91
N  2.33  -2.82  0.79  -0.03
C  1.99  -3.71  -0.34  -0.86
B  1.93  -1.45  0.69  0.24
O  2.52  -0.48  1.48  -0.43
S  0.57  -0.84  -0.49  0.82
O  0.97  -1.19  -1.85  -0.71
O  0.41  0.59  -0.27  -0.67
N  -0.65  -1.73  0.04  -0.18
S  -2.03  -1.70  -0.72  1.04
O  -2.24  -2.86  -1.55  -0.71
O  -2.45  -0.43  -1.25  -0.64
C  -3.18  -2.01  0.74  0.50
F  -4.16  -1.08  0.71  -0.27
F  -2.55  -1.91  1.92  -0.27
C  -3.88  -3.38  0.72  0.59
F  -4.71  -3.50  -0.31  -0.23
F  -3.02  -4.39  0.72  -0.23
F  -4.63  -3.50  1.84  -0.29
H  3.89  -2.71  2.22  0.26
H  4.41  -2.36  0.56  0.32
H  4.04  -4.01  1.03  0.37
H  1.01  -3.49  -0.75  0.29
H  1.98  -4.74  0.02  0.29
H  2.75  -3.65  -1.13  0.32
H  2.30  -0.64  2.41  0.31
C  0.13  3.57  -0.56  -1.13
C  0.32  4.81  0.29  0.74
O  0.79  4.78  1.42  -0.67
N  -0.05  6.01  -0.26  -0.15
C  -0.61  6.25  -1.57  -0.77
H  0.46  2.69  -0.03  0.34
H  -0.92  3.45  -0.82  0.35
H  0.71  3.66  -1.48  0.32
H  0.10  6.79  0.35  0.22
H  0.04  6.92  -2.15  0.26
H  -1.60  6.71  -1.48  0.26
H  -0.71  5.32  -2.11  0.31

=====

6.
Formula: C7H14BrClN2
Source: OMol25
Level of theory: wB97M-V/def2-TZVPD

Values from the calculation:
* HOMO-LUMO gap (spin up / spin down): 8.53 / 6.54 eV
* multiplicity: 1

Each line ends with the Mulliken charge.
CARTESIAN COORDINATES (ANGSTROEM)
C  -0.35  -0.37  -0.93  -1.37
C  0.84  -1.24  -0.41  1.93
C  -0.71  1.59  0.56  0.84
C  1.05  -2.14  -1.59  -1.95
C  0.46  -2.03  0.74  -1.45
C  -1.52  2.12  1.66  -1.13
C  0.41  2.35  -0.13  -1.11
N  -0.90  0.41  0.14  0.03
N  1.88  -0.32  -0.33  -0.42
Cl  2.35  0.02  1.23  -0.07
Br  -3.60  -0.50  -0.01  -0.21
H  -0.10  0.23  -1.89  0.26
H  -1.16  -1.06  -1.25  0.42
H  1.60  -2.97  -1.34  0.46
H  1.81  -1.60  -2.21  0.44
H  0.15  -2.36  -2.13  0.39
H  1.27  -2.71  0.89  0.51
H  -0.53  -2.48  0.59  0.35
H  0.05  -1.51  1.67  0.34
H  -2.01  3.04  1.46  0.37
H  -0.73  2.18  2.48  0.24
H  -2.35  1.44  1.89  0.24
H  -0.02  3.12  -0.78  0.34
H  0.95  1.76  -0.84  0.35
H  1.16  3.04  0.53  0.23

=====

7.
Formula: C7H14BrN4
Source: OMol25
Level of theory: wB97M-V/def2-TZVPD

Values from the calculation:
* HOMO-LUMO gap: 8.78 eV
* SMILES: CC(C)[C@@]1([NH3+])N=C(Br)C=N[C@H]1N
* charge: +1
* multiplicity: 1

Each line ends with the Mulliken charge.
CARTESIAN COORDINATES (ANGSTROEM)
C  0.12  -2.17  -0.55  -1.13
C  -0.21  -0.63  -0.62  0.29
C  -1.73  -0.50  -0.44  -1.63
C  0.69  0.18  0.36  0.31
N  0.24  0.06  1.76  0.09
N  2.02  -0.45  0.28  -0.56
C  3.05  0.28  0.13  -0.03
Br  4.72  -0.50  -0.19  -0.03
C  2.98  1.64  0.46  0.04
N  1.93  2.35  0.50  -0.61
C  0.71  1.75  0.01  -0.31
N  0.56  2.02  -1.40  -0.57
H  0.55  -2.49  0.48  0.26
H  0.91  -2.42  -1.33  0.32
H  -0.91  -2.63  -0.66  0.37
H  0.03  -0.46  -1.70  0.47
H  -2.06  -1.35  0.18  0.54
H  -2.37  -0.31  -1.36  0.25
H  -1.99  0.40  0.17  0.38
H  0.78  -0.72  2.28  0.48
H  -0.69  -0.22  1.79  0.35
H  0.32  0.89  2.23  0.35
H  3.79  2.35  0.71  0.48
H  -0.07  2.26  0.60  0.41
H  -0.46  1.93  -1.68  0.23
H  0.98  2.89  -1.64  0.28

=====

8.
Formula: C7H14BrO4P
Source: OMol25
Level of theory: wB97M-V/def2-TZVPD

Values from the calculation:
* HOMO-LUMO gap (spin up / spin down): 8.77 / 7.89 eV
* multiplicity: 3

Each line ends with the Mulliken spin population.
CARTESIAN COORDINATES (ANGSTROEM)
C  2.40  0.56  -0.59  0.78
C  1.91  -2.37  -1.02  0.02
C  0.35  -3.56  0.74  0.00
C  -1.33  2.34  1.68  0.00
C  0.08  3.02  -0.20  0.01
C  0.80  -2.28  -0.03  0.00
C  -0.80  2.00  0.34  0.00
O  2.07  1.28  -1.84  1.02
O  1.68  1.05  2.02  0.04
O  1.16  -1.24  1.00  0.03
O  -0.21  0.71  0.16  0.00
P  1.20  0.33  0.83  0.00
Br  4.12  0.05  -0.18  0.12
H  2.09  -1.42  -1.63  -0.02
H  2.91  -2.37  -0.50  0.00
H  1.85  -3.16  -1.62  0.00
H  0.14  -2.95  1.69  0.00
H  1.08  -4.31  0.84  0.00
H  -0.56  -3.80  0.25  0.00
H  -0.47  2.96  2.21  0.00
H  -2.31  2.87  1.66  0.00
H  -1.43  1.47  2.46  0.00
H  -0.08  3.97  0.36  0.00
H  -0.27  3.29  -1.27  0.00
H  1.07  2.65  -0.33  -0.01
H  -0.06  -1.88  -0.54  0.01
H  -1.56  1.86  -0.41  0.00

=====

9.
Formula: C7H14ClN2OS
Source: OMol25
Level of theory: wB97M-V/def2-TZVPD

Values from the calculation:
* HOMO-LUMO gap (spin up / spin down): 6.56 / 7.25 eV
* charge: +1
* multiplicity: 1

Each line ends with the Mulliken charge.
CARTESIAN COORDINATES (ANGSTROEM)
C  0.47  -0.01  0.10  0.42
C  2.54  -0.40  2.05  0.10
C  0.93  -1.71  -1.77  0.49
C  3.30  -0.03  3.20  -1.15
C  -2.58  -0.21  0.30  -0.92
C  -2.44  1.37  -1.71  -0.85
C  -0.57  1.12  -0.13  -1.19
N  0.51  -0.87  -0.93  -0.35
N  -1.73  0.48  -0.81  0.16
O  0.10  -2.03  -2.75  -0.48
S  1.53  0.62  1.30  -0.09
Cl  2.50  -2.32  -1.72  -0.14
H  3.14  -1.15  1.54  0.24
H  4.07  -0.68  3.42  0.38
H  2.61  0.12  3.98  0.33
H  3.90  0.98  3.18  0.28
H  -1.82  -0.53  1.02  0.30
H  -3.22  0.59  0.64  0.40
H  -3.14  -0.89  -0.22  0.45
H  -1.97  2.42  -1.85  0.33
H  -2.60  1.04  -2.71  0.37
H  -3.43  1.66  -1.36  0.34
H  -0.25  1.84  -0.81  0.52
H  -0.96  1.61  0.72  0.49
H  -1.30  -0.38  -1.23  0.19
H  0.41  -2.63  -3.45  0.37

=====

10.
Formula: C7H14ClN2S
Source: OMol25
Level of theory: wB97M-V/def2-TZVPD

Values from the calculation:
* HOMO-LUMO gap: 5.87 eV
* charge: +1
* multiplicity: 1

Each line ends with the Mulliken charge.
CARTESIAN COORDINATES (ANGSTROEM)
C  -2.43  0.70  2.23  -0.81
N  -1.12  0.07  2.23  0.15
C  -1.01  -1.39  2.24  -0.97
C  0.04  0.84  2.25  0.05
Cl  1.61  0.12  2.39  -0.02
H  -3.23  -0.04  2.23  0.32
H  -2.55  1.33  3.11  0.36
H  -2.55  1.32  1.34  0.34
H  -1.99  -1.85  2.23  0.32
H  -0.46  -1.72  1.36  0.36
H  -0.47  -1.72  3.12  0.40
H  -0.04  1.91  2.20  0.45
C  -0.31  1.20  -2.47  -0.93
C  1.03  0.63  -2.24  0.48
N  1.45  0.29  -1.08  -0.28
C  2.76  -0.21  -1.06  -0.67
C  3.38  -0.28  -2.46  -0.40
S  2.17  0.37  -3.58  -0.16
H  -0.85  1.30  -1.53  0.11
H  -0.24  2.18  -2.93  0.32
H  -0.89  0.55  -3.13  0.32
H  3.36  0.42  -0.39  0.32
H  2.73  -1.21  -0.59  0.30
H  4.29  0.31  -2.54  0.32
H  3.63  -1.30  -2.76  0.31